No. 1
19
Properties=species:S:1:pos:R:3:forces:R:3 method="wB97M-V/def2-TZVPD" lumo_ha=-0.13368 e_tot_ha=-489.8016 smiles="COC1=[NH+]C2(CC2)N=NN1" charge=+1 e_above_lowest_ev=4.611 e_homo_ev=-13.7
C 0.80450 -1.26362 -0.05526 -1.243 -1.576 0.459
C -2.52264 0.52102 -0.56161 2.882 -1.252 0.504
C -2.31853 0.36305 0.90547 0.286 -0.616 -2.311
C -1.44728 -0.48734 0.05971 0.153 1.774 -0.382
C 2.85418 -0.19914 -0.15596 -0.043 0.388 4.489
N -1.84628 -1.81412 -0.08104 -1.049 0.488 -0.117
N -1.10578 -2.76129 -0.11746 0.751 -1.017 0.067
N 0.28170 -2.49838 -0.01079 -2.070 0.590 -0.072
N 0.05252 -0.19395 0.00033 -1.363 0.504 -0.190
O 2.05301 -1.34299 -0.08773 2.403 -1.060 -1.274
H -3.13371 -0.10716 -1.18257 -1.013 0.361 0.365
H -2.04777 1.34251 -1.01137 0.295 1.023 -0.783
H -1.85401 1.00022 1.55718 1.268 2.281 0.832
H -3.12107 -0.02261 1.35980 -2.619 -2.176 1.855
H 3.01289 0.24330 -1.05958 -0.102 0.852 -2.765
H 3.79920 -0.45435 0.30763 0.140 -0.150 -0.150
H 2.32452 0.41040 0.58379 0.828 1.105 -0.327
H 0.75401 -3.36087 0.14857 1.034 -0.053 -0.112
H 0.42456 0.78109 -0.06594 -0.537 -1.468 -0.086


No. 2
19
Properties=species:S:1:pos:R:3:forces:R:3 method="wB97M-V/def2-TZVPD" lumo_ha=-0.15233 e_tot_ha=-489.9082 smiles="Nc1nc[nH]c1C/[NH+]=C/O" charge=+1 e_above_lowest_ev=1.711 e_homo_ev=-11.7
C -3.06829 0.13688 0.55677 -2.130 1.844 0.665
C -1.03448 -0.47105 0.04401 -0.767 0.010 -0.309
C -1.16219 0.91830 -0.05034 0.617 -0.771 1.187
C 0.17811 -1.31368 -0.25753 -3.027 -0.965 0.813
C 2.10619 0.08740 0.07479 0.449 1.444 -1.994
N -2.40214 1.24886 0.37149 -0.248 0.988 -0.679
N -2.36397 -0.94962 0.40941 3.188 -1.964 -0.683
N -0.18018 1.88978 -0.30049 1.002 0.211 -0.363
N 1.25004 -0.74495 0.51555 0.415 -0.166 0.860
O 3.01016 0.61959 0.84866 -1.843 -3.064 1.317
H -4.13424 0.18774 0.80474 0.560 -0.429 0.000
H -0.06063 -2.33760 0.19019 0.796 1.064 -1.164
H 0.31756 -1.29204 -1.33302 0.858 -0.456 -0.023
H 1.99312 0.35893 -1.03118 0.814 -0.575 1.485
H -2.63035 -1.95428 0.52510 0.188 1.662 -0.203
H 0.75783 1.65268 -0.68688 -2.105 0.532 0.436
H -0.31157 2.90370 -0.11500 -0.355 -1.518 -0.178
H 1.08167 -0.81063 1.51629 0.489 -0.092 0.147
H 3.44290 1.40636 0.64826 1.100 2.247 -1.313


No. 3
22
Properties=species:S:1:pos:R:3:forces:R:3 method="wB97M-V/def2-TZVPD" lumo_ha=-0.14297 e_tot_ha=-1038.3835 charge=+1 e_above_lowest_ev=1.588 e_homo_ev=-13.9
C -0.33629 1.67421 -0.80007 1.662 1.841 -3.806
C 3.67785 -1.01547 -0.46052 -0.808 -0.445 -0.929
C -0.49649 -0.36044 0.83871 -1.672 -0.934 -1.153
C -1.88654 0.33779 0.45363 2.309 -0.505 2.012
C -2.75080 -0.73937 -0.02900 -1.982 -0.673 -1.113
N 0.49953 0.52302 1.21288 1.701 3.929 -1.809
N -1.56154 1.27958 -0.60360 0.026 -0.650 0.459
N 0.64941 1.62303 0.03841 -3.055 -3.963 5.829
N 2.28324 -1.15497 -0.03781 2.741 4.969 -0.598
O 4.27390 -1.70998 -1.21423 -0.170 0.784 1.158
O 3.96311 0.18727 0.12734 -0.492 -0.184 -0.659
O 1.95913 1.47810 -0.10998 2.337 1.938 -2.913
S 2.40609 0.31908 0.90606 -0.521 -3.136 0.840
H 0.02602 2.17645 -1.73084 -1.110 -0.332 0.385
H -0.48420 -1.02928 1.70245 -0.980 -0.317 -0.196
H -0.35790 -0.94869 -0.12879 0.534 0.404 1.023
H -2.41941 0.90822 1.21545 0.505 -0.221 0.515
H -3.03021 -1.45859 0.74807 0.063 0.415 0.087
H -2.35672 -1.35482 -0.86315 -0.124 0.679 0.261
H -3.66244 -0.18608 -0.32356 -0.102 -0.936 -0.274
H -2.34553 1.42929 -1.22615 0.615 0.553 -0.538
H 1.94977 -1.97837 0.28469 -1.475 -3.217 1.419


No. 4
19
Properties=species:S:1:pos:R:3:forces:R:3 method="wB97M-V/def2-TZVPD" lumo_ha="-0.02541 / -0.02551" e_tot_ha=-469.4925 e_above_lowest_ev=3.972 e_homo_ev="-7.5 / -7.5"
C -1.87048 1.11473 0.38372 1.677 -0.679 -1.636
C -2.07028 -0.21189 -0.07078 2.452 0.993 1.570
C -0.79431 -0.73154 -0.09039 2.245 -1.637 0.005
C 1.52557 0.19760 0.27614 0.278 -1.175 3.038
C 2.16111 1.21159 -0.56347 -0.151 0.987 1.059
N -0.55535 1.44615 0.45285 -0.495 -1.011 0.216
N 0.07876 0.24791 0.19603 -1.860 1.151 -0.194
N 1.14880 -2.10107 0.26100 -0.944 -0.952 -2.455
N 1.95082 -1.15835 -0.11893 -1.362 0.720 1.267
N -3.24986 -0.79516 -0.39060 -4.917 -0.031 1.570
H -2.63912 1.82950 0.30328 -0.557 1.144 0.538
H 1.78570 0.31166 1.42073 -0.265 -0.111 -2.081
H 1.65189 2.17243 -0.22273 1.150 -0.903 -1.236
H 2.07168 0.85550 -1.56317 -0.783 0.631 -1.226
H 3.21364 1.09806 -0.39135 0.771 0.848 0.454
H 0.66610 -2.01267 1.12712 0.172 0.938 1.030
H 2.31625 -1.28613 -1.06302 -0.272 0.026 0.243
H -4.07875 -0.40462 0.24163 2.371 -0.762 -1.928
H -3.31216 -1.78371 -0.18806 0.490 -0.176 -0.230


What did the second record say?
19
Properties=species:S:1:pos:R:3:forces:R:3 method="wB97M-V/def2-TZVPD" lumo_ha=-0.15233 e_tot_ha=-489.9082 smiles="Nc1nc[nH]c1C/[NH+]=C/O" charge=+1 e_above_lowest_ev=1.711 e_homo_ev=-11.7
C -3.06829 0.13688 0.55677 -2.130 1.844 0.665
C -1.03448 -0.47105 0.04401 -0.767 0.010 -0.309
C -1.16219 0.91830 -0.05034 0.617 -0.771 1.187
C 0.17811 -1.31368 -0.25753 -3.027 -0.965 0.813
C 2.10619 0.08740 0.07479 0.449 1.444 -1.994
N -2.40214 1.24886 0.37149 -0.248 0.988 -0.679
N -2.36397 -0.94962 0.40941 3.188 -1.964 -0.683
N -0.18018 1.88978 -0.30049 1.002 0.211 -0.363
N 1.25004 -0.74495 0.51555 0.415 -0.166 0.860
O 3.01016 0.61959 0.84866 -1.843 -3.064 1.317
H -4.13424 0.18774 0.80474 0.560 -0.429 0.000
H -0.06063 -2.33760 0.19019 0.796 1.064 -1.164
H 0.31756 -1.29204 -1.33302 0.858 -0.456 -0.023
H 1.99312 0.35893 -1.03118 0.814 -0.575 1.485
H -2.63035 -1.95428 0.52510 0.188 1.662 -0.203
H 0.75783 1.65268 -0.68688 -2.105 0.532 0.436
H -0.31157 2.90370 -0.11500 -0.355 -1.518 -0.178
H 1.08167 -0.81063 1.51629 0.489 -0.092 0.147
H 3.44290 1.40636 0.64826 1.100 2.247 -1.313